[1]
Molecular formula: H35O17
Method: DFT, ωB97M-V with the def2-TZVPD basis set

As for the LUMO energy: -0.1031 Ha. As for the total charge: +1. The max |F| comes out at 2.73 eV Å⁻¹. The value obtained for the energy above the lowest of the compared OMol25 structures with the same formula, charge and spin is 80.7 kcal/mol. The HOMO energy is -13.16 eV.

Positions of all 52 atoms, in Å:
O1 -2.224 1.506 2.815
H1 -1.582 1.034 2.274
H2 -2.599 2.126 2.155
O2 -3.177 -1.742 -2.823
H3 -2.393 -1.214 -2.636
H4 -3.359 -2.077 -3.699
O3 -3.287 2.616 0.588
H5 -2.876 3.185 -0.059
H6 -2.973 1.725 0.648
O4 0.575 2.850 1.039
H7 1.313 3.359 0.690
H8 0.771 2.274 3.958
O5 0.715 4.686 -1.593
H9 0.460 2.964 2.336
O6 -2.690 -3.246 0.482
H10 -2.862 -3.930 -0.176
H11 -3.008 -3.666 1.285
O7 2.432 -0.742 1.633
H12 1.787 -0.113 1.291
H13 2.093 -1.607 1.400
O8 0.203 2.915 3.468
H14 0.477 4.588 -2.528
H15 -0.629 2.330 3.500
O9 -3.094 -0.230 -0.074
H16 -1.065 -1.896 0.446
H17 -2.950 -0.641 0.783
O10 1.843 -3.743 -1.612
H18 2.718 -3.804 -1.219
H19 1.507 -4.648 -1.516
O11 3.075 -1.505 -3.084
H20 2.227 -1.257 -3.461
H21 2.813 -2.337 -2.638
O12 -0.349 -1.286 -3.100
H22 -0.086 -0.890 -3.933
H23 -0.469 -2.221 -3.277
O13 0.756 -2.176 2.984
H24 0.535 -2.025 3.902
H25 1.706 -2.180 2.901
O14 0.481 1.043 -0.822
H26 1.177 0.768 -1.475
H27 -0.037 -2.566 1.400
O15 1.512 0.755 3.470
H28 2.337 0.525 2.988
H29 1.473 0.301 4.313
O16 -0.141 -2.148 0.533
H30 0.162 2.271 0.407
H31 0.278 0.211 -0.372
O17 2.865 1.905 -3.476
H32 2.155 1.920 -4.130
H33 3.365 2.714 -3.607
H34 1.544 4.192 -1.731
H35 -3.505 -0.874 -0.649

=====

[2]
Molecular formula: H37O18
Method: DFT, ωB97M-V with the def2-TZVPD basis set

As for the LUMO energy: -0.1069 Ha. As for the total charge: +1. The max |F| comes out at 2.46 eV Å⁻¹. The value obtained for the energy above the lowest of the compared OMol25 structures with the same formula, charge and spin is 121.7 kcal/mol. The HOMO energy is -12.73 eV.

Positions of all 55 atoms, in Å:
O1 -4.188 -0.255 3.700
H1 3.277 3.058 -0.764
H2 3.439 -4.023 0.690
O2 2.608 -3.524 0.650
H3 -4.070 0.490 4.312
O3 3.703 -0.834 4.110
H4 4.517 -0.476 3.755
H5 0.062 3.763 0.515
O4 0.756 0.209 -4.459
H6 -0.768 1.761 -2.607
H7 1.267 0.090 -5.277
O5 -4.160 -0.052 -2.667
H8 -4.973 0.464 -2.647
H9 -4.207 -0.617 -1.888
O6 -0.256 -3.389 0.788
H10 -0.775 -4.195 0.544
H11 0.058 -3.718 1.646
O7 -1.222 -3.931 -3.276
H12 -2.981 0.337 0.879
H13 0.339 3.620 -1.020
O8 -0.300 1.926 0.662
H14 -0.208 1.689 -0.272
H15 -1.062 1.332 0.907
O9 2.403 0.222 -2.400
H16 2.705 -0.691 -2.343
H17 0.202 2.629 -3.226
O10 0.630 4.209 -0.266
H18 -2.008 -4.511 -3.271
H19 0.071 -0.452 -4.659
O11 0.932 3.569 2.074
H20 0.662 2.663 2.213
H21 1.829 3.777 1.791
O12 -4.787 -0.156 -0.026
H22 -4.292 -0.839 0.433
H23 -5.713 -0.026 0.186
O13 2.437 2.616 -0.922
H24 1.712 0.278 -3.100
H25 2.358 1.661 -1.079
O14 3.804 0.953 1.143
H26 3.660 0.463 1.960
H27 2.942 0.971 0.723
O15 1.026 -4.670 -1.096
H28 0.591 -4.187 -1.832
H29 0.560 -4.278 -0.302
O16 -0.069 2.374 -2.330
H30 -5.139 -0.375 3.840
H31 1.572 3.615 -0.328
O17 -2.093 0.019 0.543
H32 3.591 -1.780 4.005
H33 -2.108 0.182 -0.408
O18 -0.967 0.889 3.956
H34 -0.795 0.400 3.137
H35 -0.229 1.450 4.208
H36 -1.666 -3.188 -3.707
H37 2.187 -4.199 0.013

=====

[3]
Molecular formula: H37O18
Method: DFT, ωB97M-V with the def2-TZVPD basis set

As for the LUMO energy: -0.1018 Ha. As for the total charge: +1. The max |F| comes out at 2.25 eV Å⁻¹. The value obtained for the energy above the lowest of the compared OMol25 structures with the same formula, charge and spin is 95.4 kcal/mol. The HOMO energy is -13.21 eV.

Positions of all 55 atoms, in Å:
O1 4.780 0.282 -0.002
H1 -5.008 -4.215 1.492
H2 -4.060 3.297 0.026
O2 -3.328 2.681 0.107
H3 4.636 -0.434 0.648
O3 -1.856 -1.730 0.004
H4 -2.148 -1.543 0.901
H5 -2.616 -2.083 -0.495
O4 -1.456 1.863 4.222
H6 -1.178 2.740 3.952
H7 -0.737 1.320 4.553
O5 4.952 -3.347 -0.118
H8 4.981 -4.300 -0.140
H9 5.422 -2.848 0.552
O6 0.224 0.213 6.160
H10 0.590 1.014 5.773
H11 -0.686 0.478 6.335
O7 0.459 -1.362 -1.535
H12 2.390 -1.029 -2.966
H13 0.366 -1.953 -0.681
O8 0.387 1.209 -2.475
H14 0.421 2.015 -3.015
H15 0.082 1.443 -1.597
O9 1.067 3.957 -1.296
H16 0.260 4.486 -1.163
H17 4.498 -0.146 -0.830
O10 2.822 -0.574 -2.140
H18 -0.081 -0.533 -1.576
H19 2.742 0.399 -2.222
O11 -4.971 1.136 1.408
H20 -4.743 0.995 2.343
H21 -5.934 1.114 1.298
O12 1.300 -1.592 -4.065
H22 1.950 -1.990 -4.687
H23 1.107 -0.810 -4.623
O13 -4.489 -3.429 1.288
H24 0.810 3.122 -0.893
H25 -4.195 -3.157 2.163
O14 3.250 2.689 -3.239
H26 2.865 3.493 -2.848
H27 4.002 2.663 -2.623
O15 -0.731 1.982 0.346
H28 -0.641 1.422 1.127
H29 -1.551 2.436 0.614
O16 -2.859 0.644 -2.632
H30 -2.578 1.046 -3.460
H31 -2.965 1.423 -2.054
O17 0.294 -2.989 0.441
H32 0.486 -3.661 -0.229
H33 -0.713 -2.935 0.431
O18 0.583 -1.729 3.242
H34 -0.299 -1.575 2.915
H35 0.666 -2.267 4.036
H36 1.429 -0.905 -1.764
H37 -3.655 1.976 0.723

=====

[4]
Molecular formula: H37O19
Method: DFT, ωB97M-V with the def2-TZVPD basis set

As for the LUMO energy: 0.0787 Ha. As for the total charge: -1. The max |F| comes out at 3.26 eV Å⁻¹. The value obtained for the energy above the lowest of the compared OMol25 structures with the same formula, charge and spin is 102.9 kcal/mol. The HOMO energy is -7.34 eV.

Positions of all 56 atoms, in Å:
O1 2.652 -0.553 -4.071
H1 2.912 -2.796 -1.300
H2 2.118 0.189 -4.349
O2 2.106 -0.771 1.039
H3 -1.745 3.479 -3.149
H4 2.746 -0.482 0.310
O3 -0.524 0.832 -3.545
H5 -1.712 -2.689 1.356
H6 -1.112 -0.329 -2.479
O4 0.247 -3.064 -2.621
H7 -0.228 -2.246 -2.428
H8 -0.310 -3.644 -2.161
O5 0.522 2.461 -1.299
H9 3.120 -0.102 -3.285
H10 -0.234 3.121 -1.485
O6 2.212 0.194 3.697
H11 1.674 0.826 3.188
H12 3.089 0.593 3.770
O7 -1.637 -1.106 -2.177
H13 0.239 -0.217 -0.831
H14 -2.179 -1.495 -2.914
O8 -0.819 -2.958 1.243
H15 0.001 1.022 -0.330
O9 1.079 3.423 1.204
H16 0.942 -2.494 2.739
H17 0.297 2.829 1.485
O10 -1.626 4.325 1.914
H18 -0.695 3.974 2.201
H19 -1.569 4.290 0.954
O11 -3.467 -2.997 -0.313
H20 -4.100 -2.699 -0.920
H21 -2.922 -2.413 0.206
O12 -1.542 2.724 -2.598
H22 -0.999 1.911 -3.272
H23 -3.407 1.102 -1.411
O13 1.864 -2.618 3.077
H24 -2.650 2.313 -0.915
H25 -0.229 -2.370 0.731
O14 0.123 0.178 0.072
H26 -0.386 1.012 -4.452
H27 0.888 3.687 0.295
O15 -2.712 -0.160 1.217
H28 -1.850 -0.257 0.792
H29 -2.978 0.481 0.477
O16 -3.421 1.756 -0.720
H30 0.856 2.342 -2.208
H31 2.015 -1.625 3.203
O17 -1.610 1.162 3.914
H32 -1.923 1.155 2.979
H33 -1.562 0.257 4.223
O18 2.628 -1.956 -1.589
H34 1.847 -2.099 -2.176
H35 1.272 -0.354 1.207
O19 4.147 -1.254 2.248
H36 3.651 -2.066 2.542
H37 3.505 -0.946 1.588